(1)
Density functional theory data (ωB97M-V/def2-TZVPD) for C5H4GaO7 as an isolated structure.

Atoms and positions in Å:
1 O -0.72 -1.52 0.01
2 C 0.19 -1.71 -0.87
3 O 0.67 -2.83 -1.08
4 O -2.33 -0.05 -1.65
5 O -2.36 -1.41 -3.47
6 C -1.86 -0.86 -2.51
7 Ga -1.70 0.05 -0.01
8 O -1.13 1.41 0.93
9 C 0.00 1.62 1.68
10 C 1.10 0.59 1.46
11 O 1.58 0.65 0.11
12 C 1.50 -0.32 -0.78
13 H 0.44 2.62 1.46
14 H -0.19 1.62 2.77
15 H 0.76 -0.44 1.66
16 H 1.96 0.80 2.09
17 O 2.10 -0.20 -1.81

As for the expectation value of S²: 0.7543. The value obtained for the frontier orbital gap (alpha / beta) is 6.36 / 7.06 eV. Its total charge is 0. The calculation puts the energy above the lowest of the compared OMol25 structures with the same formula, charge and spin at 6.86 kJ/mol. The maximum force comes out at 6.60 eV/A. The spin multiplicity is 2. As for the highest occupied orbital energy (alpha / beta): -8.684 / -9.452 eV.

(2)
Density functional theory data (ωB97M-V/def2-TZVPD) for a 3-piece molecular cluster, C5H15N3 overall.

Atoms and positions in Å:
1 H -1.64 -1.07 0.55
2 N -1.74 -1.87 -0.10
3 N -1.83 -1.44 -1.25
4 H -1.93 -2.23 -1.91
5 C -1.57 1.32 0.62
6 C -0.25 1.39 0.66
7 C 0.52 1.44 1.95
8 C 0.60 1.44 -0.58
9 N -0.14 1.08 -1.78
10 H -2.10 1.30 -0.32
11 H -2.17 1.30 1.52
12 H -0.15 1.44 2.80
13 H 1.13 2.34 1.98
14 H 1.18 0.58 2.02
15 H 0.94 2.47 -0.72
16 H 1.50 0.83 -0.42
17 H 0.46 1.12 -2.59
18 H -0.54 0.14 -1.70
19 C 1.55 -2.31 -0.14
20 H 1.13 -1.45 -0.65
21 H 1.07 -2.45 0.81
22 H 1.39 -3.20 -0.75
23 H 2.61 -2.17 0.00

The value obtained for the frontier orbital gap is 9.77 eV. Its total charge is 0. The calculation puts the energy above the lowest of the compared OMol25 structures with the same formula, charge and spin at 266.11 kJ/mol. The maximum force comes out at 0.60 eV/A. As for the SMILES: [H]/N=N/[H].C=C(C)CN.C. As for the highest occupied orbital energy: -9.033 eV.

(3)
Density functional theory data (ωB97M-V/def2-TZVPD) for one molecule with the formula C5H8N2.

Atoms and positions in Å:
1 C -2.36 -0.27 0.07
2 C -0.92 0.30 -0.05
3 C -1.29 1.45 -0.73
4 N 1.74 1.27 -0.35
5 C 1.53 0.07 0.03
6 N 2.51 -0.89 0.26
7 C 0.17 -0.41 0.30
8 H -2.53 -1.00 -0.73
9 H -2.43 -0.74 1.05
10 H -3.17 0.48 0.00
11 H -1.66 2.24 -0.05
12 H 2.73 1.43 -0.55
13 H 2.23 -1.86 0.12
14 H 3.42 -0.70 -0.13
15 H 0.04 -1.38 0.77

The value obtained for the frontier orbital gap is 8.11 eV. Its total charge is 0. The calculation puts the energy above the lowest of the compared OMol25 structures with the same formula, charge and spin at 405.42 kJ/mol. The maximum force comes out at 0.33 eV/A. As for the highest occupied orbital energy: -8.097 eV.

(4)
Density functional theory data (ωB97M-V/def2-TZVPD) for one molecule with the formula O2.

Atoms and positions in Å:
1 O -0.63 0.19 0.34
2 O 0.63 -0.19 -0.34

The value obtained for the frontier orbital gap is 7.69 eV. Its total charge is 0. The calculation puts the energy above the lowest of the compared OMol25 structures with the same formula, charge and spin at 182.98 kJ/mol. The maximum force comes out at 10.01 eV/A. As for the SMILES: O=O. As for the highest occupied orbital energy: -11.779 eV.

(5)
Density functional theory data (ωB97M-V/def2-TZVPD) for C4H10BBeCl10 as an isolated structure.

Atoms and positions in Å:
1 Be 0.21 2.04 -2.18
2 B 0.56 0.90 -0.72
3 H 0.75 0.26 0.13
4 H 1.09 0.58 -1.60
5 H -0.49 0.91 -0.96
6 H 0.82 1.93 -0.51
7 C -3.16 0.08 0.84
8 Cl -3.59 -1.36 -0.14
9 Cl -1.98 1.13 -0.05
10 Cl -2.39 -0.53 2.31
11 H -4.03 0.69 1.07
12 C 2.61 1.13 0.90
13 Cl 2.04 0.57 2.49
14 Cl 3.76 0.01 0.17
15 Cl 3.34 2.75 1.12
16 H 1.73 1.18 0.27
17 C -0.23 -1.39 -1.84
18 Cl 0.48 -0.29 -3.11
19 Cl -1.97 -1.52 -2.05
20 H 0.11 -2.41 -2.00
21 H -0.09 -0.94 -0.86
22 C 0.14 -1.01 1.28
23 Cl -0.83 -2.34 0.67
24 Cl 0.28 -1.15 3.05
25 H 1.11 -1.18 0.80
26 H -0.28 -0.06 0.94

The value obtained for the frontier orbital gap is 4.63 eV. Its total charge is +1. The maximum force comes out at 5.51 eV/A. As for the highest occupied orbital energy: -12.575 eV.

(6)
Density functional theory data (ωB97M-V/def2-TZVPD) for a 2-piece molecular cluster, C6H10Si overall.

Atoms and positions in Å:
1 C 2.55 0.28 0.68
2 C 1.62 -0.16 0.07
3 Si 0.42 -0.28 -1.26
4 C -0.21 -1.83 -1.73
5 C -0.40 1.38 -1.70
6 C -0.27 2.45 -0.87
7 H 3.16 0.57 1.43
8 H -0.96 -1.88 -2.52
9 H 0.34 -2.87 -1.48
10 H -1.02 1.33 -2.66
11 H -0.77 3.44 -1.00
12 H 0.22 2.47 0.07
13 C -1.02 -0.94 2.25
14 H -0.81 -1.37 3.27
15 H -0.02 -0.93 1.78
16 H -1.42 0.00 2.19
17 H -1.41 -1.65 1.48

The value obtained for the frontier orbital gap is 8.21 eV. Its total charge is 0. The calculation puts the energy above the lowest of the compared OMol25 structures with the same formula, charge and spin at 265.04 kJ/mol. The maximum force comes out at 4.24 eV/A. As for the SMILES: C#C[Si](=C)C=C.C. As for the highest occupied orbital energy: -8.184 eV.

(7)
Density functional theory data (ωB97M-V/def2-TZVPD) for one molecule with the formula C4H11N3O2.

Atoms and positions in Å:
1 C -0.22 1.74 -0.69
2 N -0.18 0.30 -0.60
3 C 0.87 -0.39 0.11
4 C 1.65 -1.36 -0.75
5 N 1.70 0.40 0.91
6 O -0.24 -1.17 0.89
7 C -1.19 -0.47 0.15
8 N -2.12 0.21 0.99
9 O -1.91 -1.25 -0.76
10 H 0.70 2.07 -1.18
11 H -1.07 2.01 -1.31
12 H -0.31 2.25 0.27
13 H 0.97 -1.87 -1.42
14 H 2.39 -0.80 -1.33
15 H 2.15 -2.09 -0.12
16 H 2.46 -0.14 1.32
17 H 1.20 0.91 1.62
18 H -1.66 0.80 1.68
19 H -2.79 0.74 0.45
20 H -2.40 -1.90 -0.24

The value obtained for the frontier orbital gap is 9.65 eV. Its total charge is 0. The calculation puts the energy above the lowest of the compared OMol25 structures with the same formula, charge and spin at 123.27 kJ/mol. The maximum force comes out at 1.52 eV/A. As for the SMILES: CN1[C@@](C)(N)O[C@]1(N)O. As for the highest occupied orbital energy: -8.794 eV.

(8)
Density functional theory data (ωB97M-V/def2-TZVPD) for C23H44GeN7O5PtSe as an isolated structure.

Atoms and positions in Å:
1 Pt -1.22 -1.98 0.09
2 C 0.04 3.16 -2.84
3 C -1.40 2.67 -2.76
4 C -2.01 2.52 -4.14
5 C -2.25 3.53 -1.85
6 O -1.27 1.32 -2.14
7 Ge -2.58 0.29 -1.63
8 O -1.69 -1.44 -1.80
9 C -1.27 -2.06 -3.12
10 C 0.23 -1.89 -3.21
11 C -2.02 -1.31 -4.20
12 C -1.71 -3.51 -3.06
13 O -2.42 -0.12 0.16
14 C -3.41 0.31 1.22
15 C -2.62 1.07 2.26
16 C -4.05 -0.94 1.78
17 C -4.45 1.20 0.54
18 H 0.05 4.15 -3.29
19 H 0.64 2.50 -3.46
20 H 0.48 3.22 -1.84
21 H -2.11 3.50 -4.61
22 H -3.01 2.08 -4.09
23 H -1.39 1.90 -4.79
24 H -2.28 4.56 -2.22
25 H -1.85 3.54 -0.84
26 H -3.28 3.17 -1.84
27 H 0.51 -0.84 -3.19
28 H 0.59 -2.32 -4.15
29 H 0.73 -2.42 -2.39
30 H -1.71 -0.27 -4.26
31 H -3.10 -1.39 -4.07
32 H -1.79 -1.77 -5.17
33 H -1.16 -4.06 -2.30
34 H -1.49 -3.99 -4.02
35 H -2.78 -3.60 -2.89
36 H -1.87 0.41 2.73
37 H -3.29 1.41 3.05
38 H -2.12 1.93 1.82
39 H -3.30 -1.58 2.26
40 H -4.58 -1.49 1.00
41 H -4.77 -0.67 2.55
42 H -3.98 2.09 0.11
43 H -5.17 1.55 1.28
44 H -5.01 0.65 -0.22
45 N 2.06 -0.92 3.42
46 C 2.09 0.21 2.71
47 C 3.35 0.50 1.90
48 C 3.70 2.00 1.79
49 C 4.42 2.52 3.04
50 N 4.80 3.92 2.96
51 C 6.04 4.41 2.81
52 N 7.04 3.63 2.39
53 N 6.28 5.68 3.09
54 C 0.72 0.05 1.29
55 O 0.44 1.11 0.88
56 O 0.49 -1.17 1.07
57 H 1.43 -1.04 4.21
58 H 2.68 -1.70 3.22
59 H 1.60 1.05 3.20
60 H 3.28 0.06 0.90
61 H 4.18 -0.02 2.39
62 H 2.79 2.58 1.62
63 H 4.33 2.15 0.92
64 H 5.32 1.92 3.24
65 H 3.79 2.40 3.93
66 H 4.09 4.60 3.18
67 H 6.87 2.73 1.98
68 H 7.99 3.96 2.41
69 H 5.62 6.25 3.61
70 H 7.16 6.12 2.86
71 Se -3.88 -4.47 1.24
72 N -3.14 -6.05 1.12
73 C -1.89 -5.95 0.71
74 C -0.93 -6.99 0.47
75 C 0.30 -6.60 0.04
76 C 0.62 -5.22 -0.17
77 N -0.23 -4.24 0.04
78 C -1.46 -4.61 0.47
79 N -2.35 -3.65 0.68
80 H -1.20 -8.03 0.63
81 H 1.07 -7.33 -0.17
82 H 1.61 -4.96 -0.52

As for the expectation value of S²: 8.7731. The value obtained for the frontier orbital gap (alpha / beta) is 7.20 / 5.72 eV. Its total charge is +4. The calculation puts the energy above the lowest of the compared OMol25 structures with the same formula, charge and spin at 12.46 kJ/mol. The maximum force comes out at 0.30 eV/A. The spin multiplicity is 6. As for the highest occupied orbital energy (alpha / beta): -18.902 / -19.745 eV.